(1)
{"formula": "C6H9IN2S", "method": "ωB97M-V/def2-TZVPD", "elements": ["C", "C", "C", "C", "C", "C", "N", "N", "S", "I", "H", "H", "H", "H", "H", "H", "H", "H", "H"], "positions_angstrom": [[-1.4873, 1.2707, 0.2012], [-3.4614, 0.8732, 0.1583], [0.9834, 1.0531, 0.2368], [-0.5382, -0.2345, -1.2685], [-0.3012, -0.7079, 1.1269], [-0.3599, 0.3284, 0.1140], [-1.5055, 2.4825, -0.0211], [-2.5477, 3.2473, -0.1018], [-4.0048, 2.4165, -0.0678], [-4.4933, -0.8206, -0.1974], [1.0153, 1.3065, 1.3101], [1.9114, 0.6338, -0.0972], [0.8987, 2.0850, -0.0355], [-1.3570, -1.0845, -1.3211], [-0.8880, 0.5357, -2.0680], [0.4094, -0.7235, -1.6121], [0.5816, -1.3831, 0.8872], [-0.0425, -0.2655, 2.0815], [-1.2901, -1.3782, 1.0835]], "mulliken_charge": [-0.220, -0.309, -1.622, -1.527, -1.321, 2.195, 0.175, -0.868, 0.174, 0.187, 0.420, 0.350, 0.425, 0.259, 0.322, 0.388, 0.343, 0.414, 0.217], "orbital_gap_ev": [7.855, 7.856], "e_lumo_ev": [-0.5, -0.5], "spin_multiplicity": 1, "e_above_lowest_kcal_mol": 67.9, "e_tot_ha": -1039.2409}

---

(2)
{"formula": "C6H9Li3O8", "method": "ωB97M-V/def2-TZVPD", "elements": ["Li", "Li", "Li", "C", "C", "C", "O", "C", "C", "C", "O", "O", "O", "H", "H", "O", "H", "O", "H", "H", "O", "H", "H", "O", "H", "H"], "positions_angstrom": [[-0.1824, 2.0222, 2.5640], [-2.6364, 0.6868, 1.7176], [-0.5570, 1.6262, -0.2289], [1.9712, -1.1011, 1.6225], [2.5884, -2.2964, 1.2167], [2.0911, -3.0290, -0.0105], [2.3150, -4.2367, -0.2029], [1.2057, -2.3908, -0.9012], [0.5494, -1.2221, -0.4877], [0.9357, -0.5732, 0.8651], [0.2271, 0.4302, 1.2573], [-0.3899, -0.6935, -1.1630], [3.5810, -2.6888, 1.8384], [2.3609, -0.5279, 2.4513], [0.8192, -2.8729, -1.7838], [-1.6266, 2.4960, 1.3070], [-1.6637, 3.4055, 1.0262], [0.8991, 2.5339, -1.1778], [0.6007, 3.0199, -1.9567], [1.8199, 2.7912, -1.0598], [-2.0189, 1.7246, -1.9010], [-2.5642, 2.4292, -2.2669], [-2.2942, 0.9234, -2.3637], [-2.7170, -0.4895, 0.0992], [-1.9262, -0.7914, -0.4656], [-3.3881, -1.1759, 0.0044]], "mulliken_charge": [0.883, 0.845, 0.947, -0.613, 0.304, 0.363, -0.637, -0.740, 0.608, 0.455, -0.810, -0.912, -0.638, 0.341, 0.419, -1.015, 0.125, -0.548, 0.267, 0.255, -0.472, 0.244, 0.263, -0.544, 0.374, 0.238], "orbital_gap_ev": 5.148, "e_lumo_ev": -1.3, "spin_multiplicity": 1, "e_above_lowest_kcal_mol": 0.0, "e_tot_ha": -858.7120}

---

(3)
{"formula": "C6H9LiO7Zn", "method": "ωB97M-V/def2-TZVPD", "elements": ["O", "C", "O", "Zn", "O", "C", "C", "H", "H", "H", "H", "C", "C", "O", "C", "O", "O", "O", "Li", "H", "H", "H", "H", "H"], "positions_angstrom": [[1.1039, 2.6593, -0.8843], [2.1808, 1.9700, -0.8219], [2.7475, 1.8358, 0.2915], [1.0786, 2.6563, 1.1497], [2.5787, 1.3706, -1.9099], [3.5086, 0.2674, -1.8068], [2.8756, -0.9450, -1.2346], [4.3875, 0.5868, -1.2327], [3.8250, 0.1118, -2.8501], [3.4801, -1.5973, -0.6050], [2.0032, -1.3618, -1.7399], [-3.4011, -1.5818, 1.3727], [-1.9937, -1.1355, 1.0393], [-1.7733, 0.0884, 1.7252], [-1.2664, 1.1234, 1.0588], [-1.4520, 1.2055, -0.1659], [-0.4155, 1.7879, 1.7286], [-3.6356, -2.7936, 0.6914], [-0.6463, 2.2515, -1.4696], [-4.1191, -0.8000, 1.0719], [-3.4901, -1.7133, 2.4638], [-1.7630, -1.0410, -0.0839], [-4.5479, -3.0636, 0.8253], [-1.2656, -1.8819, 1.3865]], "lowdin_spin": [0.002, 0.012, 0.009, 0.002, 0.025, 0.117, 0.718, 0.003, 0.029, 0.038, 0.041, 0.000, 0.000, 0.000, 0.000, 0.001, 0.001, 0.000, 0.001, 0.000, 0.000, 0.000, 0.000, 0.000], "orbital_gap_ev": [7.188, 7.798], "e_lumo_ev": [-5.1, -5.1], "total_charge": 1, "spin_multiplicity": 2, "e_above_lowest_kcal_mol": 0.0, "e_tot_ha": -2547.3889}

---

(4)
{"formula": "C6H9N", "method": "ωB97M-V/def2-TZVPD", "elements": ["C", "C", "C", "C", "C", "C", "N", "H", "H", "H", "H", "H", "H", "H", "H", "H"], "positions_angstrom": [[-0.9736, 0.6430, 2.4915], [-0.8812, 0.9876, 1.3439], [-0.6408, 1.2047, -0.0822], [0.1777, 0.0062, -0.5406], [-0.6396, -1.2510, -0.7791], [1.5501, -0.0796, -0.0046], [1.3142, 0.2981, -1.4043], [-1.0503, 0.3431, 3.5097], [-1.5940, 1.2863, -0.6187], [-0.0764, 2.1282, -0.2439], [-1.4918, -1.2941, -0.0898], [-0.0377, -2.1515, -0.6221], [-1.0356, -1.2753, -1.8038], [1.9455, 0.7199, 0.6220], [1.9449, -1.0652, 0.2297], [1.4886, -0.5006, -2.0075]], "mulliken_charge": [0.044, -0.363, -1.007, 1.262, -1.408, -0.667, -0.760, 0.395, 0.301, 0.343, 0.383, 0.347, 0.311, 0.259, 0.274, 0.286], "orbital_gap_ev": 10.586, "e_lumo_ev": 1.0, "spin_multiplicity": 1, "e_above_lowest_kcal_mol": 68.7, "smiles": "C#CC[C@]1(C)CN1", "e_tot_ha": -288.6726}

---

(5)
{"formula": "C6H9N", "method": "ωB97M-V/def2-TZVPD", "elements": ["C", "C", "C", "C", "N", "C", "C", "H", "H", "H", "H", "H", "H", "H", "H", "H"], "positions_angstrom": [[2.2772, 0.8561, 0.2879], [1.3115, 0.0794, -0.4756], [0.6748, -0.7466, -1.1034], [-0.5906, -1.4702, -0.9395], [-1.3390, -0.8930, 0.2186], [-2.0320, 0.3785, 0.1256], [-0.7825, 0.2458, 0.8921], [2.6654, 1.6666, -0.3264], [3.0705, 0.1606, 0.5567], [1.8857, 1.2878, 1.2214], [-1.2188, -1.4896, -1.8353], [-0.3573, -2.5091, -0.6815], [-3.0007, 0.4703, 0.5999], [-1.8937, 0.9519, -0.7965], [-0.0622, 0.8231, 0.2896], [-0.6082, 0.1885, 1.9663]], "mulliken_charge": [-1.108, 0.390, -0.201, -0.408, -0.303, -0.309, -0.427, 0.269, 0.300, 0.344, 0.323, 0.266, 0.257, 0.235, 0.111, 0.262], "orbital_gap_ev": 9.980, "e_lumo_ev": 1.0, "spin_multiplicity": 1, "e_above_lowest_kcal_mol": 105.0, "smiles": "CC#CCN1CC1", "e_tot_ha": -288.6148}

---

(6)
{"formula": "C6H9N", "method": "ωB97M-V/def2-TZVPD", "elements": ["H", "N", "C", "C", "C", "C", "C", "C", "H", "H", "H", "H", "H", "H", "H", "H"], "positions_angstrom": [[1.1370, -2.2943, 0.4948], [0.5877, -1.4373, 0.4360], [1.3351, -0.4558, 0.1071], [2.7929, -0.5619, -0.2497], [0.7002, 0.8573, -0.1446], [-0.5877, 0.9458, 0.0723], [-1.8232, 0.9862, 0.4665], [-3.0035, 0.2335, -0.0815], [2.8780, -0.6948, -1.3357], [3.3470, 0.3423, 0.0183], [3.2430, -1.4274, 0.2418], [1.2539, 1.6673, -0.6140], [-1.9292, 1.7455, 1.2305], [-3.3250, -0.5578, 0.6111], [-3.8536, 0.9037, -0.2253], [-2.7527, -0.2523, -1.0276]], "mulliken_charge": [0.216, -0.665, 0.957, -1.256, -0.747, 0.117, -0.120, -1.010, 0.279, 0.327, 0.379, 0.296, 0.315, 0.258, 0.329, 0.325], "orbital_gap_ev": 9.529, "e_lumo_ev": 0.8, "spin_multiplicity": 1, "e_above_lowest_kcal_mol": 54.6, "smiles": "[H]/N=C(\\C)C=C=CC", "e_tot_ha": -288.6951}

---

What did the first record say?
{"formula": "C6H9IN2S", "method": "ωB97M-V/def2-TZVPD", "elements": ["C", "C", "C", "C", "C", "C", "N", "N", "S", "I", "H", "H", "H", "H", "H", "H", "H", "H", "H"], "positions_angstrom": [[-1.4873, 1.2707, 0.2012], [-3.4614, 0.8732, 0.1583], [0.9834, 1.0531, 0.2368], [-0.5382, -0.2345, -1.2685], [-0.3012, -0.7079, 1.1269], [-0.3599, 0.3284, 0.1140], [-1.5055, 2.4825, -0.0211], [-2.5477, 3.2473, -0.1018], [-4.0048, 2.4165, -0.0678], [-4.4933, -0.8206, -0.1974], [1.0153, 1.3065, 1.3101], [1.9114, 0.6338, -0.0972], [0.8987, 2.0850, -0.0355], [-1.3570, -1.0845, -1.3211], [-0.8880, 0.5357, -2.0680], [0.4094, -0.7235, -1.6121], [0.5816, -1.3831, 0.8872], [-0.0425, -0.2655, 2.0815], [-1.2901, -1.3782, 1.0835]], "mulliken_charge": [-0.220, -0.309, -1.622, -1.527, -1.321, 2.195, 0.175, -0.868, 0.174, 0.187, 0.420, 0.350, 0.425, 0.259, 0.322, 0.388, 0.343, 0.414, 0.217], "orbital_gap_ev": [7.855, 7.856], "e_lumo_ev": [-0.5, -0.5], "spin_multiplicity": 1, "e_above_lowest_kcal_mol": 67.9, "e_tot_ha": -1039.2409}

---

What did the sixth record say?
{"formula": "C6H9N", "method": "ωB97M-V/def2-TZVPD", "elements": ["H", "N", "C", "C", "C", "C", "C", "C", "H", "H", "H", "H", "H", "H", "H", "H"], "positions_angstrom": [[1.1370, -2.2943, 0.4948], [0.5877, -1.4373, 0.4360], [1.3351, -0.4558, 0.1071], [2.7929, -0.5619, -0.2497], [0.7002, 0.8573, -0.1446], [-0.5877, 0.9458, 0.0723], [-1.8232, 0.9862, 0.4665], [-3.0035, 0.2335, -0.0815], [2.8780, -0.6948, -1.3357], [3.3470, 0.3423, 0.0183], [3.2430, -1.4274, 0.2418], [1.2539, 1.6673, -0.6140], [-1.9292, 1.7455, 1.2305], [-3.3250, -0.5578, 0.6111], [-3.8536, 0.9037, -0.2253], [-2.7527, -0.2523, -1.0276]], "mulliken_charge": [0.216, -0.665, 0.957, -1.256, -0.747, 0.117, -0.120, -1.010, 0.279, 0.327, 0.379, 0.296, 0.315, 0.258, 0.329, 0.325], "orbital_gap_ev": 9.529, "e_lumo_ev": 0.8, "spin_multiplicity": 1, "e_above_lowest_kcal_mol": 54.6, "smiles": "[H]/N=C(\\C)C=C=CC", "e_tot_ha": -288.6951}